{"formula": "C5H8N2", "method": "ωB97M-V/def2-TZVPD", "total_energy_ha": -304.710165, "orbital_gap_ha": [0.2845, 0.2894], "mol_weight_g_mol": 96.13, "de_lowest_kcal_mol": 78.6, "symbols": ["N", "N", "C", "C", "C", "C", "C", "H", "H", "H", "H", "H", "H", "H", "H"], "coordinates": [[0.03368, 0.74745, -0.18328], [1.89064, -1.26324, 1.80114], [-1.07722, 0.09312, -0.53299], [-0.05914, 1.88931, 0.52094], [1.69447, -0.65534, 0.83710], [-1.21837, -1.38138, -0.33425], [1.35277, 0.11555, -0.37019], [0.61817, 2.70819, 0.32914], [-1.94045, 0.73059, -0.68529], [2.09346, 0.90626, -0.53043], [-2.28083, -1.63095, -0.31438], [-0.89408, 1.97600, 1.19928], [-0.79294, -1.69954, 0.62736], [1.33376, -0.54069, -1.24785], [-0.75391, -1.99532, -1.11628]], "forces_ev_per_angstrom": [[-0.003, -0.127, 0.020], [-0.126, 0.588, -1.021], [-0.142, -0.149, 0.012], [0.062, 0.318, 0.117], [0.196, -0.509, 0.831], [-0.027, -0.179, -0.042], [-0.059, 0.041, -0.023], [0.176, -0.115, 0.091], [0.104, -0.109, 0.176], [-0.156, -0.127, 0.070], [0.100, -0.035, -0.079], [-0.028, 0.192, -0.275], [-0.059, 0.013, -0.123], [-0.005, 0.115, 0.196], [-0.034, 0.083, 0.050]]}